Entry 1:
Molecular formula: C10H11N2OS
Method: DFT, ωB97M-V/def2-TZVPD

Properties
Total charge   +1
Energy above the lowest of the compared OMol25 structures with the same formula, charge and spin   16.26 kcal per mole
LUMO level   -3.329 eV
Orbital gap   9.02 eV
Total energy   -970.3202 a.u.

Positions of all 25 atoms, in Å:
C: 1.69 -2.18 -2.47
C: 1.75 -2.33 -1.14
C: 0.71 -1.41 -3.07
C: 1.07 -1.44 -0.30
C: -0.12 -0.63 -2.30
C: 0.14 -0.58 -0.91
C: -1.26 1.05 -1.43
C: -2.00 1.91 0.84
C: -1.10 0.90 0.89
C: -0.49 0.42 2.16
N: -1.07 0.34 -2.55
N: -0.67 0.45 -0.38
O: 0.40 2.85 0.96
S: -2.43 2.17 -0.98
H: 2.32 -2.76 -3.05
H: 2.38 -3.13 -0.63
H: 0.58 -1.57 -4.08
H: 1.32 -1.42 0.70
H: -2.51 2.32 1.62
H: 0.42 3.51 1.71
H: 0.59 0.36 1.82
H: -0.76 -0.54 2.50
H: -0.73 1.23 2.78
H: -1.49 0.59 -3.41
H: 0.83 2.07 1.34

Let us look at the Löwdin charges, expressed in e, one per atom: atom 1 (C): -0.063, atom 2 (C): -0.059, atom 3 (C): 0.028, atom 4 (C): 0.026, atom 5 (C): -0.140, atom 6 (C): -0.087, atom 7 (C): -0.544, atom 8 (C): -0.182, atom 9 (C): -0.360, atom 10 (C): 0.015, atom 11 (N): 0.171, atom 12 (N): 0.060, atom 13 (O): -0.083, atom 14 (S): 1.132, atom 15 (H): 0.098, atom 16 (H): 0.150, atom 17 (H): 0.101, atom 18 (H): 0.082, atom 19 (H): 0.069, atom 20 (H): 0.111, atom 21 (H): 0.104, atom 22 (H): 0.093, atom 23 (H): 0.082, atom 24 (H): 0.169, atom 25 (H): 0.029


Entry 2:
Molecular formula: C10H11N3O2
Method: DFT, ωB97M-V/def2-TZVPD

Properties
Energy above the lowest of the compared OMol25 structures with the same formula, charge and spin   86.18 kcal per mole
LUMO level   -0.049 eV
Orbital gap   9.15 eV
Total energy   -702.2910 a.u.

Positions of all 26 atoms, in Å:
C: -3.36 0.26 1.02
C: -2.05 0.47 0.95
C: -4.03 -0.46 -0.01
C: -2.04 -0.77 -1.00
C: -1.34 0.03 -0.15
C: 1.65 -0.64 1.50
C: 0.46 1.88 -0.59
C: 2.10 -0.92 0.10
C: 0.17 0.41 -0.22
C: 3.45 -0.17 -0.33
N: -3.29 -0.96 -0.99
N: 0.59 -0.07 1.73
N: 0.99 -0.54 -0.77
O: 1.58 1.99 -1.37
O: -0.13 2.84 -0.20
H: -4.06 0.70 1.87
H: -1.48 1.09 1.66
H: -5.17 -0.54 -0.08
H: -1.56 -1.31 -1.85
H: 2.12 -1.02 2.44
H: 2.18 -2.02 -0.09
H: 3.13 0.90 -0.36
H: 3.64 -0.42 -1.35
H: 4.07 -0.26 0.59
H: 1.82 0.98 -1.60
H: 0.54 -1.44 -0.90

Let us look at the Löwdin charges, expressed in e, one per atom: atom 1 (C): -0.075, atom 2 (C): -0.074, atom 3 (C): -0.116, atom 4 (C): -0.176, atom 5 (C): -0.139, atom 6 (C): -0.223, atom 7 (C): -0.447, atom 8 (C): -0.320, atom 9 (C): -0.157, atom 10 (C): -0.019, atom 11 (N): 0.048, atom 12 (N): 0.200, atom 13 (N): 0.001, atom 14 (O): 0.047, atom 15 (O): 0.151, atom 16 (H): 0.146, atom 17 (H): 0.116, atom 18 (H): 0.127, atom 19 (H): 0.127, atom 20 (H): 0.132, atom 21 (H): 0.151, atom 22 (H): 0.069, atom 23 (H): 0.075, atom 24 (H): 0.096, atom 25 (H): 0.130, atom 26 (H): 0.129


Entry 3:
Molecular formula: C10H11NS
Method: DFT, ωB97M-V/def2-TZVPD

Properties
Energy above the lowest of the compared OMol25 structures with the same formula, charge and spin   114.61 kcal per mole
LUMO level   -1.509 eV
Orbital gap   7.28 eV
Total energy   -840.3670 a.u.

Positions of all 23 atoms, in Å:
C: -3.00 3.27 -0.12
C: 3.06 -0.53 -1.37
C: 1.98 -0.57 -0.53
C: -0.57 0.44 1.67
C: -1.96 -0.17 1.78
C: -2.39 2.22 0.50
C: 0.16 0.42 0.63
C: 0.84 0.41 -0.47
C: -2.44 -1.23 0.82
C: 0.64 1.46 -1.56
N: -3.24 4.12 -0.89
S: -3.18 1.28 1.70
H: 3.81 -1.23 -1.11
H: 3.24 -0.01 -2.22
H: 2.06 -1.15 0.30
H: -0.47 1.11 2.49
H: -2.03 -0.51 2.79
H: -1.97 -1.34 -0.18
H: -2.33 -2.22 1.28
H: -3.51 -1.19 0.70
H: -0.35 1.96 -1.26
H: 1.55 1.97 -1.42
H: 0.61 0.90 -2.50

Let us look at the Löwdin charges, expressed in e, one per atom: atom 1 (C): -0.391, atom 2 (C): 0.050, atom 3 (C): -0.094, atom 4 (C): -0.153, atom 5 (C): -0.554, atom 6 (C): -0.333, atom 7 (C): -0.027, atom 8 (C): -0.279, atom 9 (C): -0.123, atom 10 (C): -0.017, atom 11 (N): 0.154, atom 12 (S): 0.990, atom 13 (H): 0.034, atom 14 (H): 0.021, atom 15 (H): 0.060, atom 16 (H): 0.099, atom 17 (H): 0.088, atom 18 (H): 0.096, atom 19 (H): 0.081, atom 20 (H): 0.054, atom 21 (H): 0.091, atom 22 (H): 0.068, atom 23 (H): 0.085


Entry 4:
Molecular formula: C10H11NS
Method: DFT, ωB97M-V/def2-TZVPD

Properties
Energy above the lowest of the compared OMol25 structures with the same formula, charge and spin   112.51 kcal per mole
LUMO level (spin up / spin down)   -1.342 / -1.343 eV
Orbital gap (spin up / spin down)   6.65 / 6.65 eV
Total energy   -840.3703 a.u.

Positions of all 23 atoms, in Å:
C: 2.18 1.04 1.70
C: 2.57 -0.45 -2.39
C: 1.96 -0.39 -1.17
C: -1.05 0.44 0.90
C: -1.96 -0.55 0.94
C: 1.55 -0.14 1.85
C: 0.10 0.19 0.20
C: 0.63 0.19 -0.99
C: -3.08 -0.57 1.89
C: -0.22 0.62 -2.13
N: 2.75 1.99 1.33
S: 1.37 -1.22 2.97
H: 3.53 -0.86 -2.61
H: 2.10 0.18 -3.14
H: 2.32 -0.79 -0.17
H: -1.07 1.34 1.42
H: -1.86 -1.39 0.36
H: -3.15 0.39 2.35
H: -3.98 -0.68 1.25
H: -3.10 -1.43 2.64
H: 0.24 1.32 -2.85
H: -0.72 -0.29 -2.56
H: -1.13 1.07 -1.78

Let us look at the Löwdin charges, expressed in e, one per atom: atom 1 (C): -0.351, atom 2 (C): 0.051, atom 3 (C): -0.121, atom 4 (C): -0.124, atom 5 (C): -0.119, atom 6 (C): -0.730, atom 7 (C): -0.055, atom 8 (C): -0.314, atom 9 (C): -0.097, atom 10 (C): -0.045, atom 11 (N): 0.196, atom 12 (S): 0.780, atom 13 (H): 0.041, atom 14 (H): 0.046, atom 15 (H): 0.099, atom 16 (H): 0.113, atom 17 (H): 0.094, atom 18 (H): 0.064, atom 19 (H): 0.089, atom 20 (H): 0.110, atom 21 (H): 0.094, atom 22 (H): 0.113, atom 23 (H): 0.065


Entry 5:
Molecular formula: C10H12AlN2O5S
Method: DFT, ωB97M-V/def2-TZVPD

Properties
Total charge   +3
Energy above the lowest of the compared OMol25 structures with the same formula, charge and spin   145.23 kcal per mole
LUMO level (spin up / spin down)   -15.860 / -15.877 eV
Orbital gap (spin up / spin down)   3.94 / 3.91 eV
Total energy   -1513.1895 a.u.

Positions of all 31 atoms, in Å:
O: 0.04 0.77 -7.40
C: 0.03 0.53 -6.28
Al: 0.06 1.37 -1.32
O: 1.35 -1.33 -2.37
C: 0.58 -0.44 -2.10
C: -1.22 2.22 -2.68
O: -1.69 2.62 -3.66
C: -0.83 -0.27 -2.13
O: -1.78 -0.94 -2.43
C: 1.57 1.80 -2.64
O: 2.17 2.04 -3.60
C: -2.38 0.33 1.04
N: -1.21 -0.26 1.69
C: -1.48 -1.21 2.75
C: 0.02 0.24 1.47
S: 0.15 1.89 0.83
N: 1.14 -0.50 1.65
C: 1.41 -1.27 2.86
C: 2.35 -0.11 0.91
H: -3.27 -0.20 1.39
H: -2.32 0.22 -0.04
H: -2.47 1.39 1.28
H: -1.13 -2.22 2.48
H: -1.02 -0.89 3.69
H: -2.56 -1.28 2.92
H: 2.30 -1.87 2.66
H: 1.60 -0.61 3.73
H: 0.60 -1.94 3.10
H: 2.18 -0.19 -0.17
H: 2.66 0.92 1.16
H: 3.14 -0.81 1.19

Let us look at the Löwdin charges, expressed in e, one per atom: atom 1 (O): 0.072, atom 2 (C): -0.002, atom 3 (Al): 0.108, atom 4 (O): 0.399, atom 5 (C): -0.159, atom 6 (C): 0.156, atom 7 (O): 0.336, atom 8 (C): -0.150, atom 9 (O): 0.402, atom 10 (C): 0.150, atom 11 (O): 0.336, atom 12 (C): -0.026, atom 13 (N): -0.150, atom 14 (C): 0.005, atom 15 (C): -0.555, atom 16 (S): 1.000, atom 17 (N): -0.152, atom 18 (C): 0.007, atom 19 (C): -0.037, atom 20 (H): 0.123, atom 21 (H): 0.063, atom 22 (H): 0.100, atom 23 (H): 0.119, atom 24 (H): 0.125, atom 25 (H): 0.121, atom 26 (H): 0.116, atom 27 (H): 0.138, atom 28 (H): 0.072, atom 29 (H): 0.055, atom 30 (H): 0.104, atom 31 (H): 0.123


Entry 6:
Molecular formula: C10H12AsMoNO2S4Te
Method: DFT, ωB97M-V/def2-TZVPD

Properties
Total charge   +2
Energy above the lowest of the compared OMol25 structures with the same formula, charge and spin   26.61 kcal per mole
LUMO level   -9.527 eV
Orbital gap   5.10 eV
Total energy   -4757.6449 a.u.

Positions of all 32 atoms, in Å:
Mo: 0.03 0.06 -0.53
N: -1.91 -0.98 0.56
C: -3.14 -0.31 0.11
C: -2.82 0.75 -0.96
O: -3.58 1.53 -1.40
O: -1.50 0.66 -1.29
H: -1.90 -1.95 0.28
H: -1.83 -0.97 1.57
H: -3.65 0.21 0.92
H: -3.85 -1.00 -0.35
S: 1.34 -1.64 3.41
As: 2.40 -0.66 2.00
S: 1.07 -1.82 -0.42
S: 0.84 1.26 1.10
S: 4.29 -0.26 1.43
C: 2.72 0.04 -3.60
Te: 1.13 1.28 -2.79
C: -0.08 0.13 -4.18
C: 0.88 -0.27 -5.27
C: 0.42 -0.65 -6.52
C: 1.33 -1.02 -7.50
C: 2.69 -0.98 -7.24
C: 3.16 -0.60 -6.00
C: 2.25 -0.27 -5.00
H: 2.79 -0.85 -2.97
H: 3.66 0.58 -3.58
H: -0.89 0.76 -4.53
H: -0.49 -0.74 -3.65
H: -0.64 -0.64 -6.73
H: 0.96 -1.31 -8.48
H: 3.39 -1.24 -8.02
H: 4.22 -0.57 -5.81

Let us look at the Löwdin charges, expressed in e, one per atom: atom 1 (Mo): 0.641, atom 2 (N): -0.015, atom 3 (C): -0.087, atom 4 (C): -0.500, atom 5 (O): 0.229, atom 6 (O): -0.387, atom 7 (H): 0.099, atom 8 (H): 0.107, atom 9 (H): 0.152, atom 10 (H): 0.152, atom 11 (S): 0.223, atom 12 (As): -0.081, atom 13 (S): 0.183, atom 14 (S): 0.207, atom 15 (S): 0.248, atom 16 (C): -0.339, atom 17 (Te): 1.451, atom 18 (C): -0.344, atom 19 (C): -0.298, atom 20 (C): -0.016, atom 21 (C): -0.037, atom 22 (C): -0.038, atom 23 (C): -0.015, atom 24 (C): -0.302, atom 25 (H): 0.053, atom 26 (H): 0.075, atom 27 (H): 0.079, atom 28 (H): 0.063, atom 29 (H): 0.127, atom 30 (H): 0.122, atom 31 (H): 0.122, atom 32 (H): 0.127


Entry 7:
Molecular formula: C10H12BBrN2O
Method: DFT, ωB97M-V/def2-TZVPD

Properties
Energy above the lowest of the compared OMol25 structures with the same formula, charge and spin   0.00 kcal per mole
LUMO level   -0.070 eV
Structure (SMILES)   CCCB1Nc2cc(Br)ccc2C=NO1
Orbital gap   8.38 eV
Total energy   -3171.8535 a.u.

Positions of all 27 atoms, in Å:
C: 1.15 -2.60 -3.53
C: 1.76 -1.65 -2.50
C: 0.96 -1.75 -1.20
B: 0.98 -0.40 -0.32
N: 0.35 -0.39 0.98
C: -0.39 0.59 1.56
C: -1.12 0.15 2.65
C: -2.00 0.95 3.31
Br: -3.18 0.33 4.69
C: -2.23 2.27 2.82
C: -1.44 2.72 1.80
C: -0.56 1.91 1.14
C: 0.30 2.47 0.13
N: 1.08 2.06 -0.77
O: 1.23 0.73 -1.07
H: 0.23 -2.26 -3.84
H: 1.14 -3.64 -3.32
H: 1.59 -2.58 -4.56
H: 2.85 -1.73 -2.34
H: 1.45 -0.69 -2.99
H: -0.09 -1.88 -1.57
H: 1.18 -2.78 -0.60
H: 0.01 -1.17 1.49
H: -1.13 -0.89 2.94
H: -2.88 2.96 3.40
H: -1.53 3.74 1.46
H: 0.28 3.54 0.23

Let us look at the Löwdin charges, expressed in e, one per atom: atom 1 (C): -0.135, atom 2 (C): -0.279, atom 3 (C): -0.119, atom 4 (B): -0.446, atom 5 (N): 0.201, atom 6 (C): -0.210, atom 7 (C): -0.076, atom 8 (C): -0.644, atom 9 (Br): 0.721, atom 10 (C): -0.124, atom 11 (C): -0.049, atom 12 (C): -0.152, atom 13 (C): -0.089, atom 14 (N): 0.086, atom 15 (O): 0.053, atom 16 (H): 0.038, atom 17 (H): 0.055, atom 18 (H): 0.090, atom 19 (H): 0.118, atom 20 (H): 0.114, atom 21 (H): 0.116, atom 22 (H): 0.152, atom 23 (H): 0.115, atom 24 (H): 0.117, atom 25 (H): 0.112, atom 26 (H): 0.122, atom 27 (H): 0.116


Entry 8:
Molecular formula: C10H12Br2NO5PmS
Method: DFT, ωB97M-V/def2-TZVPD

Properties
Total charge   +2
Multiplicity   5
LUMO level (spin up / spin down)   -11.521 / -11.519 eV
Orbital gap (spin up / spin down)   2.69 / 2.69 eV
Total energy   -6973.0791 a.u.

Positions of all 32 atoms, in Å:
Pm: -0.81 -0.09 -0.55
Br: -3.96 2.13 -2.26
C: -5.42 1.26 -2.97
Br: -1.71 1.73 1.35
H: -6.40 1.53 -2.62
H: -5.29 0.35 -3.52
O: 1.40 0.37 -1.09
C: 1.90 -0.05 -0.03
O: 1.16 -0.68 0.77
C: 3.32 0.28 0.30
C: 3.88 0.00 1.58
C: 5.07 0.62 1.90
C: 5.58 1.55 1.03
C: 5.01 1.90 -0.23
C: 3.82 1.31 -0.48
N: 6.81 2.25 1.48
O: 7.06 2.14 2.67
O: 7.49 2.89 0.67
H: 3.44 -0.74 2.15
H: 5.45 0.67 2.88
H: 5.37 2.75 -0.82
H: 3.24 1.74 -1.29
C: -5.44 -1.78 -0.97
S: -4.24 -1.55 0.30
C: -4.17 -3.24 0.89
O: -2.96 -1.26 -0.48
H: -5.11 -2.49 -1.71
H: -5.58 -0.85 -1.52
H: -6.46 -1.97 -0.55
H: -5.09 -3.46 1.27
H: -3.43 -3.35 1.70
H: -3.93 -3.96 0.15

Let us look at the Löwdin charges, expressed in e, one per atom: atom 1 (Pm): 1.658, atom 2 (Br): 1.012, atom 3 (C): -0.161, atom 4 (Br): -0.103, atom 5 (H): 0.068, atom 6 (H): 0.050, atom 7 (O): -0.169, atom 8 (C): -0.640, atom 9 (O): -0.106, atom 10 (C): -0.101, atom 11 (C): 0.058, atom 12 (C): 0.028, atom 13 (C): -0.092, atom 14 (C): 0.044, atom 15 (C): -0.029, atom 16 (N): -0.320, atom 17 (O): 0.087, atom 18 (O): 0.097, atom 19 (H): 0.106, atom 20 (H): 0.115, atom 21 (H): 0.142, atom 22 (H): 0.128, atom 23 (C): -0.240, atom 24 (S): 0.930, atom 25 (C): -0.198, atom 26 (O): -0.763, atom 27 (H): 0.077, atom 28 (H): 0.006, atom 29 (H): 0.110, atom 30 (H): 0.043, atom 31 (H): 0.094, atom 32 (H): 0.069


Q: Which of these has the highest total energy?
A: C10H11N3O2


Q: Look up the total energy of the eighth one.
A: -6973.0791 a.u.